Below is a structure of composition C16H28IN4O2Sc in a non-equilibrium geometry, with properties calculated with ωB97M-V with the def2-TZVPD basis set.

XYZ file:
```
52
Properties=species:S:1:pos:R:3
C -2.1112 -0.0474 -3.5483
I 0.1466 1.3511 -3.9102
H -3.0429 -0.5673 -3.2008
H -1.5770 -0.6739 -4.2769
H -2.3948 0.9373 -3.9698
C 0.6059 3.9272 1.3082
C -0.5861 4.2034 0.7450
N -0.8214 3.2372 -0.2018
C 0.1903 2.2975 -0.2378
N 1.0760 2.7859 0.7113
H 1.1563 4.4590 2.0669
H -1.2754 5.0126 0.9196
C 2.4844 -3.3408 -1.8379
C 0.9300 -1.7857 -1.2049
N 2.2733 -2.0606 -1.3712
H 0.9901 -4.8977 -2.3133
N 0.3416 -2.9751 -1.5891
H 3.4662 -3.7379 -2.0362
Sc 0.1373 0.1501 -0.3041
C -1.2031 0.1663 -2.3070
O -1.7576 0.2121 -1.1397
C 1.2732 -3.9132 -1.9771
C -1.0896 -3.2238 -1.6060
H -1.2519 -4.3059 -1.7266
H -1.5910 -2.6920 -2.4355
H -1.5650 -2.9074 -0.6591
C 3.3394 -1.1047 -1.1363
H 4.3014 -1.5556 -1.4325
H 3.4002 -0.8202 -0.0673
H 3.1822 -0.1827 -1.7292
C 2.3675 2.2040 1.0329
H 3.1307 3.0084 1.1132
H 2.6754 1.5009 0.2305
H 2.3257 1.6533 1.9990
C -1.9819 3.2585 -1.0740
H -1.6875 3.0587 -2.1170
H -2.4440 4.2552 -1.0022
H -2.7280 2.5102 -0.7589
C -1.6059 0.4857 2.7644
C -0.5351 -0.5919 2.6497
C 0.3072 -0.6286 3.9040
C -1.1620 -1.9432 2.3422
O 0.3337 -0.2447 1.5690
H -2.3039 0.3136 3.5987
H -2.2197 0.5691 1.8553
H -1.1489 1.4703 2.9173
H -0.2566 -0.8669 4.8038
H 1.0989 -1.3579 3.8044
H 0.7964 0.3253 4.0570
H -1.8444 -1.9079 1.4833
H -0.3956 -2.6858 2.1119
H -1.7495 -2.3342 3.1831
```

Its multiplicity is 1. As for the charge: -2. The value obtained for the HOMO-LUMO gap is 1.6 eV.

Löwdin population analysis, charges in e, atoms 1 to 5: atom 1 (C): -0.40, atom 2 (I): 0.21, atom 3 (H): 0.06, atom 4 (H): 0.01, atom 5 (H): -0.01

Below is a cluster of 2 separate species, C12H11N2S in total in a non-equilibrium geometry, with properties calculated with ωB97M-V with the def2-TZVPD basis set.

XYZ file:
```
26
Properties=species:S:1:pos:R:3
C 4.5659 0.4124 0.3151
C 4.0172 0.2741 -0.9193
C 3.8121 -0.1027 1.4156
C -4.6177 0.7002 -0.1275
C -4.4730 -0.4246 -0.8797
C -3.4654 1.2705 0.4600
C 2.6743 -0.2131 -1.1474
C 2.5224 -0.5424 1.2097
C -3.2641 -1.0477 -0.8548
C -2.2468 0.6295 0.2691
C 1.9607 -0.6345 -0.0762
C 0.0434 -1.8874 0.7429
N -2.1924 -0.5679 -0.2938
N 0.6279 -1.1937 -0.1889
S -0.6224 -2.8271 1.7578
H 5.4921 0.7807 0.3410
H 4.5286 0.6526 -1.7334
H 4.3565 0.0358 2.2755
H -5.4823 1.2141 -0.0468
H -5.1809 -0.8680 -1.5004
H -3.3605 2.1833 0.9454
H 2.1653 -0.3663 -2.0552
H 1.7823 -0.9120 1.8771
H -2.9658 -2.0146 -1.4722
H -1.1964 0.9972 0.5121
H 0.2858 -1.1481 -1.1077
```

Its multiplicity is 1. As for the charge: +1. The value obtained for the HOMO-LUMO gap is 7.4 eV.

Löwdin population analysis, charges in e, atoms 1 to 5: atom 1 (C): -0.03, atom 2 (C): -0.03, atom 3 (C): 0.00, atom 4 (C): -0.02, atom 5 (C): -0.06

Below is the ion C4H3O3 with charge -1 in a non-equilibrium geometry, with properties calculated with ωB97M-V with the def2-TZVPD basis set.

XYZ file:
```
10
Properties=species:S:1:pos:R:3
C -1.2499 0.0352 -0.0032
C -0.1376 0.6802 0.0976
C -2.8052 0.1266 0.0557
C 0.1661 -0.8515 -0.3386
O -3.0300 1.3322 -0.2265
O -3.5286 -0.8736 0.2965
O 0.6170 1.8087 0.3796
H 0.3928 -1.6081 0.3731
H 0.4669 -1.0750 -1.3465
H 0.0166 2.5515 0.2711
```

As for the SMILES: O=C([O-])C1=C(O)C1. Its multiplicity is 1. As for the charge: -1. The value obtained for the HOMO-LUMO gap is 7.7 eV.

Löwdin population analysis, charges in e, atoms 1 to 5: atom 1 (C): -0.02, atom 2 (C): -0.28, atom 3 (C): -0.69, atom 4 (C): -0.01, atom 5 (O): -0.08

Below is a structure of composition C15H40O5Ti in a non-equilibrium geometry, with properties calculated with ωB97M-V with the def2-TZVPD basis set.

XYZ file:
```
61
Properties=species:S:1:pos:R:3
Ti -21.1052 -9.8646 -20.0061
C -18.5008 -9.9260 -22.7350
C -18.3705 -9.0742 -21.4677
C -19.1540 -7.7963 -21.5169
O -18.9035 -9.8943 -20.4902
H -17.9994 -9.3537 -23.5155
H -19.5302 -10.1107 -23.0419
H -18.0567 -10.9204 -22.7809
H -17.3186 -8.8232 -21.3318
H -20.1751 -8.0287 -21.8195
H -18.7219 -7.0894 -22.2252
H -19.2278 -7.1269 -20.6599
H -18.1229 -10.3095 -20.1163
C -22.2177 -13.9206 -21.7824
C -22.3804 -12.4129 -21.4778
C -23.8330 -12.1947 -21.0973
O -21.5074 -12.0251 -20.4345
H -22.2987 -14.5863 -20.9231
H -21.3234 -14.1401 -22.3656
H -23.0079 -14.2884 -22.4369
H -22.1394 -11.8666 -22.3897
H -23.9078 -11.1570 -20.7724
H -24.3038 -12.8561 -20.3699
H -24.3710 -12.1611 -22.0447
H -20.7170 -12.5663 -20.3724
C -24.6264 -7.6239 -20.6625
C -23.4008 -8.0148 -21.4867
C -22.9520 -7.1589 -22.6711
O -22.2950 -7.9744 -20.6388
H -25.6166 -7.7045 -21.1109
H -24.5245 -6.5770 -20.3765
H -24.7652 -8.2885 -19.8098
H -23.4992 -9.0582 -21.7860
H -22.0943 -7.6202 -23.1605
H -22.5529 -6.1971 -22.3489
H -23.7658 -7.0050 -23.3798
H -22.4690 -7.2100 -20.0847
C -21.1526 -11.5908 -16.7679
C -22.6451 -11.0534 -16.7089
C -22.8249 -10.1799 -15.4396
O -22.7718 -10.2450 -17.8477
H -20.6272 -11.9177 -15.8705
H -20.6190 -10.6785 -17.0345
H -20.9835 -12.1459 -17.6906
H -23.4392 -11.7889 -16.8373
H -22.9574 -10.8794 -14.6142
H -23.7560 -9.6134 -15.4525
H -21.9000 -9.6339 -15.2536
H -23.6902 -10.0634 -18.0602
C -19.0688 -6.8669 -17.4167
C -20.4156 -7.5629 -16.9757
C -21.5298 -6.4961 -16.8395
O -20.8605 -8.4218 -18.0102
H -18.1236 -7.2516 -17.0336
H -19.0109 -5.7916 -17.2481
H -18.9245 -6.9422 -18.4945
H -20.2156 -8.1110 -16.0550
H -21.1835 -5.7080 -16.1709
H -22.4010 -7.0270 -16.4560
H -21.7844 -5.9547 -17.7507
H -21.5811 -8.9788 -17.7067
```

Its multiplicity is 4. As for the charge: +1. The value obtained for the HOMO-LUMO gap (alpha / beta) is 5.3 / 10.8 eV.

Löwdin population analysis, charges in e, atoms 1 to 5: atom 1 (Ti): 0.77, atom 2 (C): -0.04, atom 3 (C): -0.49, atom 4 (C): -0.05, atom 5 (O): -0.13

Copy entry 3 word for word.
Below is the ion C4H3O3 with charge -1 in a non-equilibrium geometry, with properties calculated with ωB97M-V with the def2-TZVPD basis set.

XYZ file:
```
10
Properties=species:S:1:pos:R:3
C -1.2499 0.0352 -0.0032
C -0.1376 0.6802 0.0976
C -2.8052 0.1266 0.0557
C 0.1661 -0.8515 -0.3386
O -3.0300 1.3322 -0.2265
O -3.5286 -0.8736 0.2965
O 0.6170 1.8087 0.3796
H 0.3928 -1.6081 0.3731
H 0.4669 -1.0750 -1.3465
H 0.0166 2.5515 0.2711
```

As for the SMILES: O=C([O-])C1=C(O)C1. Its multiplicity is 1. As for the charge: -1. The value obtained for the HOMO-LUMO gap is 7.7 eV.

Löwdin population analysis, charges in e, atoms 1 to 5: atom 1 (C): -0.02, atom 2 (C): -0.28, atom 3 (C): -0.69, atom 4 (C): -0.01, atom 5 (O): -0.08

What did the second record say?
Below is a cluster of 2 separate species, C12H11N2S in total in a non-equilibrium geometry, with properties calculated with ωB97M-V with the def2-TZVPD basis set.

XYZ file:
```
26
Properties=species:S:1:pos:R:3
C 4.5659 0.4124 0.3151
C 4.0172 0.2741 -0.9193
C 3.8121 -0.1027 1.4156
C -4.6177 0.7002 -0.1275
C -4.4730 -0.4246 -0.8797
C -3.4654 1.2705 0.4600
C 2.6743 -0.2131 -1.1474
C 2.5224 -0.5424 1.2097
C -3.2641 -1.0477 -0.8548
C -2.2468 0.6295 0.2691
C 1.9607 -0.6345 -0.0762
C 0.0434 -1.8874 0.7429
N -2.1924 -0.5679 -0.2938
N 0.6279 -1.1937 -0.1889
S -0.6224 -2.8271 1.7578
H 5.4921 0.7807 0.3410
H 4.5286 0.6526 -1.7334
H 4.3565 0.0358 2.2755
H -5.4823 1.2141 -0.0468
H -5.1809 -0.8680 -1.5004
H -3.3605 2.1833 0.9454
H 2.1653 -0.3663 -2.0552
H 1.7823 -0.9120 1.8771
H -2.9658 -2.0146 -1.4722
H -1.1964 0.9972 0.5121
H 0.2858 -1.1481 -1.1077
```

Its multiplicity is 1. As for the charge: +1. The value obtained for the HOMO-LUMO gap is 7.4 eV.

Löwdin population analysis, charges in e, atoms 1 to 5: atom 1 (C): -0.03, atom 2 (C): -0.03, atom 3 (C): 0.00, atom 4 (C): -0.02, atom 5 (C): -0.06